1.
Here is a 2-piece molecular cluster, C6H10OS overall in a non-equilibrium geometry from OMol25. Energies are from wB97M-V/def2-TZVPD.

Output
- Kohn-Sham gap (spin up / spin down) (eV) = 7.2 / 7.1
- E_HOMO (spin up / spin down) (eV) = -7.994 / -7.870
- energy above the lowest of the compared OMol25 structures with the same formula, charge and spin (kJ/mol) = 390.8
- lowest unoccupied orbital energy (spin up / spin down) (eV) = -0.795 / -0.801

The geometry in XYZ format:
```
18
C6H10OS wB97M-V/def2-TZVPD
S 0.753 1.045 -0.892
O -1.512 0.176 1.124
C 1.337 0.819 1.781
C 0.908 -1.264 0.368
C -1.527 0.128 -2.124
C 1.494 0.073 0.481
C -0.499 -0.114 -1.080
C -0.182 -1.316 -0.406
H -0.998 0.499 -3.049
H 1.045 -2.103 1.086
H -2.168 0.937 -1.655
H 2.204 0.478 2.368
H -2.057 0.984 0.874
H 0.331 0.531 2.024
H -2.122 -0.793 -2.477
H -0.895 -2.102 -0.344
H 2.523 0.079 0.353
H 1.365 1.946 1.567
```

Atom charges from the Mulliken analysis, given in e for atoms 1 to 5:
1. S -0.160
2. O -0.797
3. C -1.068
4. C -0.456
5. C -0.954

=====

2.
Here is a single C4H7NO2 molecule in a non-equilibrium geometry from OMol25. Energies are from wB97M-V/def2-TZVPD.

Output
- Kohn-Sham gap (eV) = 9.5
- E_HOMO (eV) = -8.950
- energy above the lowest of the compared OMol25 structures with the same formula, charge and spin (kJ/mol) = 438.6
- lowest unoccupied orbital energy (eV) = 0.561

The geometry in XYZ format:
```
14
C4H7NO2 wB97M-V/def2-TZVPD
O 0.361 -2.333 -0.520
O -0.590 1.999 1.044
N 1.313 0.198 0.184
C 0.673 0.495 -1.083
C -1.076 0.699 0.850
C -0.107 -0.125 0.026
C -0.594 -1.468 -0.206
H 0.347 1.880 1.271
H 0.914 -0.121 -1.947
H -2.040 0.758 0.333
H -0.289 -3.041 -0.600
H 1.851 -0.665 0.114
H -1.254 0.176 1.806
H 0.489 1.549 -1.272
```

Atom charges from the Mulliken analysis, given in e for atoms 1 to 5:
1. O -0.295
2. O -0.539
3. N -0.749
4. C -0.620
5. C -0.494

=====

3.
Here is C2H3FO2PPd as an isolated structure in a non-equilibrium geometry from OMol25. Energies are from wB97M-V/def2-TZVPD.

Output
- Kohn-Sham gap (spin up / spin down) (eV) = 6.8 / 7.1
- charge = -1
- E_HOMO (spin up / spin down) (eV) = -2.529 / -3.248
- energy above the lowest of the compared OMol25 structures with the same formula, charge and spin (kJ/mol) = 0.0
- lowest unoccupied orbital energy (spin up / spin down) (eV) = 4.275 / 3.823
- spin multiplicity = 3
- expectation value of S² = 2.01

The geometry in XYZ format:
```
10
C2H3FO2PPd wB97M-V/def2-TZVPD
Pd 0.379 -1.026 0.752
P -1.630 -1.636 -0.264
F 0.250 -2.609 1.212
O 1.675 -0.065 0.059
O -0.958 0.180 0.709
C 1.030 1.082 -0.146
C -0.301 1.206 0.073
H -1.125 -1.077 -1.479
H -0.905 2.029 -0.320
H 1.584 1.917 -0.597
```

Atom charges from the Mulliken analysis, given in e for atoms 1 to 5:
1. Pd 1.014
2. P -0.010
3. F -0.772
4. O -0.882
5. O -0.687

=====

4.
Here is C47H51BInN8O10S as an isolated structure from OMol25. Energies are from wB97M-V/def2-TZVPD.

Output
- Kohn-Sham gap (eV) = 7.2
- charge = -1
- E_HOMO (eV) = -4.959
- energy above the lowest of the compared OMol25 structures with the same formula, charge and spin (kJ/mol) = 0.0
- lowest unoccupied orbital energy (eV) = 2.277

The geometry in XYZ format:
```
119
C47H51BInN8O10S wB97M-V/def2-TZVPD
In 0.245 -0.428 0.964
S 2.716 -1.743 -0.185
O 1.175 1.117 2.523
O 1.192 -3.363 6.580
O 0.570 -1.984 -1.667
O 2.388 -1.356 -3.257
O -0.889 -0.249 3.721
O -3.362 0.772 -1.048
O 1.728 -3.582 2.135
O -0.518 1.611 1.231
O 0.114 -1.254 -3.849
O 0.997 0.378 -2.274
N -1.956 -1.178 1.245
N 1.380 -3.419 4.336
N 3.918 1.039 0.808
N -0.645 1.827 -2.914
N 2.767 1.482 0.284
N 1.027 -1.938 -0.320
N -1.090 0.340 -1.276
N 0.549 -1.746 2.848
C -5.318 -0.504 1.225
C -2.001 5.613 -1.575
C 0.300 1.925 2.156
C 4.968 1.837 0.534
C 5.196 -4.897 -0.075
C -2.944 -0.783 1.663
C 4.463 2.875 -0.216
C -3.853 3.599 -2.014
C 1.461 -1.826 -7.218
C 4.470 -5.905 -0.695
C -1.986 -2.840 5.591
C 2.426 -0.239 5.353
C -4.430 -0.764 3.587
C 1.241 -2.917 3.018
C -2.886 0.135 -4.249
C 0.472 -1.607 -6.248
C -0.195 0.817 -2.141
C 2.021 3.383 -1.046
C -3.276 2.405 -4.925
C -1.122 -1.696 6.116
C 1.056 -0.439 5.993
C -3.840 1.955 -6.112
C -2.077 1.976 -2.725
C -3.929 0.595 -6.368
C -3.447 -0.313 -5.434
C 2.621 -4.382 -0.992
C 2.799 -1.895 -6.866
C 3.184 -5.640 -1.147
C 3.081 2.599 -0.345
C -2.279 0.955 -1.557
C 0.203 -1.557 5.354
C -2.801 1.500 -3.982
C 0.191 3.278 2.802
C -4.270 4.839 -1.561
C 6.354 1.510 0.977
C -2.502 3.354 -2.256
C 2.233 -1.527 -4.585
C 4.638 -3.640 0.094
C -0.086 -1.160 3.903
C 3.206 -1.745 -5.532
C 3.351 -3.378 -0.366
C -1.582 4.366 -2.027
C -3.345 5.854 -1.343
C 0.966 -2.854 5.497
C -4.173 -0.179 2.192
C 0.879 -1.462 -4.942
C -3.953 1.335 2.288
B 1.046 -1.136 -2.710
H 6.196 -5.095 0.294
H -1.268 6.391 -1.400
H -0.512 3.910 2.266
H 1.620 -4.167 -1.341
H -1.513 -3.805 5.782
H 1.050 2.932 -0.839
H 0.475 0.483 5.934
H 2.969 0.553 5.871
H -0.150 3.136 3.828
H -3.569 -0.595 4.234
H 1.177 3.741 2.833
H 3.029 -1.148 5.417
H -5.322 5.015 -1.372
H -5.448 -1.582 1.120
H -4.367 0.244 -7.294
H -3.210 3.468 -4.731
H -6.243 -0.076 1.617
H 5.196 -2.856 0.596
H -5.304 -0.273 4.020
H -4.621 -1.837 3.538
H -1.650 -0.746 6.028
H -5.114 -0.079 0.243
H 2.181 3.386 -2.126
H -3.499 -1.376 -5.630
H 6.384 1.248 2.036
H 6.757 0.668 0.410
H -3.672 6.826 -0.995
H 2.611 -6.420 -1.635
H -0.145 2.113 -3.738
H -2.487 -0.584 -3.543
H -4.205 2.671 -6.837
H -2.146 -2.749 4.514
H 7.006 2.367 0.819
H -0.884 -1.866 7.167
H 4.903 -6.890 -0.823
H 2.333 0.053 4.307
H 1.174 -0.703 7.046
H 3.908 0.166 1.309
H -4.570 2.805 -2.170
H 4.248 -1.799 -5.245
H -3.139 1.557 2.980
H 1.173 -1.946 -8.255
H -0.529 4.178 -2.191
H -3.703 1.755 1.315
H -2.964 -2.847 6.075
H -0.578 -1.552 -6.506
H 5.012 3.710 -0.622
H 2.004 4.419 -0.702
H 1.893 -4.287 4.393
H 3.545 -2.067 -7.632
H -4.872 1.793 2.659
```

Atom charges from the Mulliken analysis, given in e for atoms 1 to 5:
1. In 2.439
2. S -0.012
3. O -0.460
4. O -0.699
5. O 0.352

=====

5.
Here is an isolated ion of composition C6H14NS and charge +1 in a non-equilibrium geometry from OMol25. Energies are from wB97M-V/def2-TZVPD.

Output
- Kohn-Sham gap (spin up / spin down) (eV) = 9.6 / 6.1
- charge = +1
- E_HOMO (spin up / spin down) (eV) = -13.312 / -11.085
- energy above the lowest of the compared OMol25 structures with the same formula, charge and spin (kJ/mol) = 503.4
- lowest unoccupied orbital energy (spin up / spin down) (eV) = -3.697 / -4.944

The geometry in XYZ format:
```
22
C6H14NS wB97M-V/def2-TZVPD
S 1.565 -1.065 -2.425
N -1.588 -0.390 0.554
C -1.735 0.372 -0.637
C -0.283 -1.237 0.507
C 0.905 -0.270 0.292
C 1.256 0.076 -1.127
C 2.307 1.110 -1.097
C -1.715 0.611 1.678
H -1.923 1.591 1.237
H 1.714 -0.760 0.741
H -2.368 -1.154 0.648
H -2.181 -0.169 -1.499
H -2.179 1.346 -0.386
H 0.846 0.698 0.767
H -0.464 -1.990 -0.308
H 2.565 1.610 -2.145
H 1.273 -2.200 -1.719
H 3.168 0.597 -0.541
H -0.122 -1.784 1.355
H -0.714 0.610 2.053
H -2.455 0.473 2.435
H 2.128 1.926 -0.383
```

Atom charges from the Mulliken analysis, given in e for atoms 1 to 5:
1. S -0.116
2. N 0.025
3. C -0.587
4. C -0.820
5. C -0.887

=====

6.
Here is C5H9DyO5 as an isolated structure in a non-equilibrium geometry from OMol25. Energies are from wB97M-V/def2-TZVPD.

Output
- Kohn-Sham gap (spin up / spin down) (eV) = 4.4 / 2.9
- charge = +1
- E_HOMO (spin up / spin down) (eV) = -10.162 / -10.158
- energy above the lowest of the compared OMol25 structures with the same formula, charge and spin (kJ/mol) = 0.0
- lowest unoccupied orbital energy (spin up / spin down) (eV) = -5.793 / -7.292
- spin multiplicity = 7
- expectation value of S² = 12.02

The geometry in XYZ format:
```
20
C5H9DyO5 wB97M-V/def2-TZVPD
Dy 2.565 1.739 0.147
O -4.223 0.314 0.189
O 1.309 -0.351 0.051
O -2.704 -1.332 0.388
O -2.253 0.703 1.127
O -0.288 -1.149 1.801
C -3.193 -0.187 0.632
C 1.991 -1.570 -0.284
C 3.355 -1.365 -0.898
C -1.019 0.699 0.446
C -0.400 -0.694 0.510
H 3.292 -0.761 -1.815
H 1.362 -2.134 -0.991
H -1.184 0.990 -0.601
H 4.058 -0.909 -0.183
H -0.362 1.418 0.958
H -0.203 -2.123 1.838
H 3.777 -2.339 -1.180
H -0.561 -1.399 -0.315
H 2.067 -2.196 0.618
```

Atom charges from the Mulliken analysis, given in e for atoms 1 to 5:
1. Dy 1.339
2. O -0.613
3. O -0.372
4. O -0.680
5. O -0.413

=====

The highest energy above the lowest of the compared OMol25 structures with the same formula, charge and spin belongs to which entry? C6H14NS

=====

Look up the energy above the lowest of the compared OMol25 structures with the same formula, charge and spin of the second one. 438.6 kJ/mol

=====

The highest energy above the lowest of the compared OMol25 structures with the same formula, charge and spin belongs to which entry? C6H14NS